1.
# C6H12N2

A 2-piece molecular cluster, C6H12N2 overall in a non-equilibrium geometry (ωB97M-V/def2-TZVPD, OMol25).

ORCA input file:
```
! wB97M-V def2-TZVPD RIJCOSX def2/J DEFGRID3
* xyz 0 1
C -1.217 -1.746 -3.328
C -1.139 -0.074 -0.192
C -0.997 -0.746 -2.229
C -0.165 0.330 -2.145
N -1.536 -1.044 -0.982
N -0.273 0.745 -0.812
H -1.432 0.099 0.828
H 0.076 1.625 -0.461
H 0.523 0.829 -2.801
H -0.671 -2.647 -3.016
H -0.572 -1.425 -4.159
H -2.233 -1.982 -3.587
C 1.149 0.632 2.104
C 1.218 0.872 3.623
H 1.158 1.596 1.566
H 2.062 0.199 1.701
H 0.338 -0.063 1.908
H 0.524 1.688 3.834
H 0.941 0.009 4.235
H 2.246 1.102 3.914
*
```

## Properties
**Electronic energy**: -345.31080 hartree
**Structure (SMILES)**: Cc1c[nH]cn1.CC
**Energy relative to the best compared isomer or geometry (same formula, charge and spin)**: 0.464 eV
**Molecular weight**: 112.2 g mol⁻¹
**LUMO energy**: 0.81 eV
**Highest occupied orbital energy**: -0.318 Ha
**Largest force on an atom**: 0.047 hartree/bohr

Löwdin atomic charge list, values in e, 2 entries:
1. C -0.05
2. C -0.23



2.
# C2H6N2S

C2H6N2S as an isolated structure in a non-equilibrium geometry (ωB97M-V/def2-TZVPD, OMol25).

ORCA input file:
```
! wB97M-V def2-TZVPD RIJCOSX def2/J DEFGRID3
* xyz 0 1
C -2.185 0.164 0.356
C 0.351 0.867 -0.313
H -2.974 0.937 -0.468
H -2.769 -0.820 0.391
H -1.946 0.680 1.372
H -0.229 1.831 -0.270
H 2.971 -0.559 0.236
H 1.245 -1.260 0.484
N 1.600 0.680 0.158
N 1.951 -0.512 0.142
S -0.634 -0.510 -0.257
*
```

## Properties
**Electronic energy**: -587.36934 hartree
**Energy relative to the best compared isomer or geometry (same formula, charge and spin)**: 3.665 eV
**Molecular weight**: 90.2 g mol⁻¹
**LUMO energy**: 0.81 eV
**Highest occupied orbital energy**: -0.286 Ha
**Largest force on an atom**: 0.158 hartree/bohr

Löwdin atomic charge list, values in e, 2 entries:
1. C -0.47
2. C -0.53



3.
# C6H11NO3

A single C6H11NO3 molecule (ωB97M-V/def2-TZVPD, OMol25).

ORCA input file:
```
! wB97M-V def2-TZVPD RIJCOSX def2/J DEFGRID3
* xyz 0 1
C 1.870 -0.028 -0.297
C -0.643 -0.083 -0.065
C 0.595 -0.754 -0.714
C -0.844 -0.566 1.369
C -1.884 -0.366 -0.913
C -0.324 1.411 -0.046
N 2.418 -0.454 0.866
O 2.358 0.866 -0.951
O -0.515 1.989 -1.228
O 0.097 2.002 0.912
H -0.147 2.886 -1.227
H 3.172 0.078 1.266
H 1.960 -1.138 1.443
H 0.641 -1.808 -0.437
H 0.513 -0.673 -1.798
H -1.742 -0.128 1.791
H -0.946 -1.647 1.393
H -0.010 -0.265 1.993
H -2.004 -1.439 -1.042
H -2.771 0.024 -0.426
H -1.794 0.093 -1.889
*
```

## Properties
**Electronic energy**: -515.75022 hartree
**Structure (SMILES)**: CC(C)(CC(N)=O)C(=O)O
**Energy relative to the best compared isomer or geometry (same formula, charge and spin)**: 0.000 eV
**Molecular weight**: 145.2 g mol⁻¹
**LUMO energy**: 0.74 eV
**Highest occupied orbital energy**: -0.360 Ha
**Largest force on an atom**: 0.015 hartree/bohr

Löwdin atomic charge list, values in e, 2 entries:
1. C -0.56
2. C -0.46